Version 1
This record from OMol25 describes a 4-piece molecular cluster, H10NO3 overall. The level of theory is the ωB97M-V functional and the def2-TZVPD basis.

XYZ file:
```
14
Properties=species:S:1:pos:R:3
O 0.193 2.154 -1.205
O 0.526 1.966 1.935
O -0.494 -3.202 -0.965
N -0.227 -0.596 0.077
H 0.261 2.368 -2.131
H -0.169 1.984 2.608
H -0.490 -3.421 -1.898
H -0.218 0.145 -0.642
H -0.012 -1.522 -0.352
H 0.326 2.973 -0.715
H -1.143 -0.581 0.575
H -0.407 -4.049 -0.479
H 0.542 -0.374 0.735
H 1.313 2.154 2.456
```

Spin multiplicity   2
<S²>   0.7504
Net charge   0
Highest occupied orbital energy (spin up / spin down)   -2.8 / -11.6 eV

***

Version 2
This record from OMol25 describes a 4-piece molecular cluster, H10NO3 overall. The level of theory is the ωB97M-V functional and the def2-TZVPD basis.

XYZ file:
```
14
Properties=species:S:1:pos:R:3
O 1.366 -1.797 -0.872
O -1.517 -0.011 -0.739
O -0.220 2.414 0.070
N 0.104 -0.432 1.390
H -1.400 -0.704 -1.413
H -0.579 -0.937 1.920
H 2.053 -2.447 -0.605
H 0.235 3.126 -0.193
H 1.787 -1.183 -1.450
H -0.044 0.367 0.742
H 0.727 -1.042 0.703
H -1.050 2.244 -0.348
H -2.327 0.338 -1.077
H 0.866 0.064 1.871
```

Spin multiplicity   2
<S²>   0.7505
Net charge   0
Highest occupied orbital energy (spin up / spin down)   -2.9 / -11.8 eV

***

Quick one: least stable of them? version 2

***

Version 1
This record from OMol25 describes a single C3H6O3S molecule. The level of theory is the ωB97M-V functional and the def2-TZVPD basis.

XYZ file:
```
13
Properties=species:S:1:pos:R:3
S -0.007 -2.981 1.128
O 1.350 1.291 -0.981
O 1.677 -0.724 0.733
O -0.531 -1.426 0.427
C 0.572 -0.552 0.310
C 0.212 0.667 -0.599
C -0.921 1.493 0.063
H -1.767 0.802 0.098
H -0.602 1.842 1.016
H -0.900 -3.617 0.388
H 2.141 0.752 -0.629
H -0.062 -0.016 -1.390
H -1.162 2.469 -0.563
```

SMILES string   C[C@@H](O)C(=O)OS
Net charge   0
Highest occupied orbital energy   -9.9 eV

***

Version 2
This record from OMol25 describes a 2-piece molecular cluster, C3H6O3S overall. The level of theory is the ωB97M-V functional and the def2-TZVPD basis.

XYZ file:
```
13
Properties=species:S:1:pos:R:3
S 1.425 0.761 -0.412
O 1.739 1.964 0.343
O 1.244 0.680 -1.858
O 4.567 -0.893 0.929
C -0.269 -0.254 0.364
C -1.349 0.825 0.403
C 4.251 -0.716 -0.204
H 0.055 -0.555 1.352
H 4.622 -1.150 -1.136
H -0.687 -1.049 -0.059
H -2.367 0.474 0.676
H -1.442 1.389 -0.560
H -1.010 1.753 1.095
```

Net charge   0
Highest occupied orbital energy (spin up / spin down)   -8.6 / -8.8 eV

***

Version 3
This record from OMol25 describes a single C3H6O3S molecule. The level of theory is the ωB97M-V functional and the def2-TZVPD basis.

XYZ file:
```
13
Properties=species:S:1:pos:R:3
S 1.303 1.265 0.615
O 0.237 -0.775 2.083
O 0.540 0.373 -1.876
O 0.797 2.500 1.140
C -0.007 -1.311 0.888
C -0.792 -0.493 -0.077
C -0.028 0.698 -0.635
H 0.962 -1.609 0.283
H 0.894 1.137 -2.325
H -0.627 1.540 -0.829
H -1.166 -1.051 -0.854
H -1.686 0.000 0.438
H -0.426 -2.274 1.149
```

Net charge   0
Highest occupied orbital energy (spin up / spin down)   -8.8 / -8.8 eV

***

Quick one: least stable of them? version 2

***

Version 1
This record from OMol25 describes a single C9H10N2O3S molecule. The level of theory is the ωB97M-V functional and the def2-TZVPD basis.

XYZ file:
```
25
Properties=species:S:1:pos:R:3
S -0.170 -1.907 -1.259
O -0.685 -2.805 -0.179
O 1.087 -1.302 -1.103
O 0.349 -0.940 2.070
N -0.123 -2.864 -2.631
N -0.328 -0.372 1.041
C 1.221 2.946 0.936
C 0.962 1.622 1.280
C 0.143 0.755 0.560
C -1.421 -0.783 -1.701
C 0.686 3.436 -0.223
C -0.111 2.629 -1.051
C -1.362 0.538 -1.537
C -0.420 1.351 -0.629
C -0.308 -2.086 2.626
H 0.631 -2.765 -3.204
H 0.946 4.554 -0.516
H -1.342 -1.679 2.873
H -0.465 -3.037 1.994
H 1.783 3.758 1.510
H 1.334 1.132 2.267
H -0.602 2.794 -1.940
H 0.455 -2.423 3.331
H -0.313 -3.900 -2.546
H -1.947 1.347 -1.971
```

Net charge   0
Highest occupied orbital energy (spin up / spin down)   -7.2 / -7.2 eV

***

Version 2
This record from OMol25 describes a 2-piece molecular cluster, C9H10N2O3S overall. The level of theory is the ωB97M-V functional and the def2-TZVPD basis.

XYZ file:
```
25
Properties=species:S:1:pos:R:3
S 1.347 -1.998 3.333
O -4.640 -3.728 0.275
O -3.577 -4.247 -1.533
O 2.639 -1.298 1.065
N -3.716 -3.567 -0.518
N 1.197 0.668 -0.273
C 2.084 -1.628 2.038
C -0.023 0.504 0.538
C -1.991 -0.779 1.145
C -2.779 -2.563 -0.253
C -0.890 -0.536 0.272
C -0.784 -1.374 -0.876
C -2.902 -1.756 0.891
C -1.704 -2.351 -1.127
C 1.926 1.909 0.023
H 1.264 2.763 -0.119
H 0.918 0.644 -1.260
H 2.797 2.013 -0.623
H -1.620 -2.983 -1.999
H 2.253 1.889 1.061
H -2.081 -0.159 2.025
H -3.734 -1.936 1.555
H 0.038 -1.250 -1.570
H 1.842 -0.137 -0.111
H -0.017 1.034 1.470
```

SMILES string   C[NH2+]C=C1C=CC(=[N+]([O-])[O-])C=C1.O=C=S
Net charge   0
Highest occupied orbital energy (spin up / spin down)   -6.6 / -6.6 eV

***

Quick one: least stable of them? version 1

***

Version 1
This record from OMol25 describes an isolated ion of composition C2H5N2 and charge +1. The level of theory is the ωB97M-V functional and the def2-TZVPD basis.

XYZ file:
```
9
Properties=species:S:1:pos:R:3
N -1.528 0.591 0.182
N 0.570 -0.370 0.163
C 1.348 0.637 0.017
C -0.820 -0.450 -0.058
H 0.940 -1.419 0.275
H 2.392 0.407 0.065
H -1.255 -1.358 -0.366
H 0.875 1.648 -0.168
H -2.521 0.314 -0.109
```

SMILES string   [H]/N=C/[NH+]=C
Net charge   +1
Highest occupied orbital energy   -16.4 eV

***

Version 2
This record from OMol25 describes a 2-piece molecular cluster, C2H5N2 overall. The level of theory is the ωB97M-V functional and the def2-TZVPD basis.

XYZ file:
```
9
Properties=species:S:1:pos:R:3
N 1.569 -0.150 -0.010
N -0.721 0.769 0.099
C -1.055 -0.668 -0.001
C 0.329 0.100 -0.141
H -1.245 -1.069 0.963
H -1.539 -1.033 -0.882
H 2.352 0.442 -0.056
H -1.233 2.755 -0.092
H 1.544 -1.145 0.120
```

Net charge   +1
Highest occupied orbital energy (spin up / spin down)   -16.0 / -15.7 eV

***

Version 3
This record from OMol25 describes a 2-piece molecular cluster, C2H5N2 overall. The level of theory is the ωB97M-V functional and the def2-TZVPD basis.

XYZ file:
```
9
Properties=species:S:1:pos:R:3
N 0.188 1.625 -0.890
N -0.669 2.182 -0.465
C 0.423 -0.577 -0.273
C 0.176 -1.408 0.753
H 0.947 -1.568 1.498
H -0.250 -0.543 -1.122
H -0.723 -1.991 0.855
H -1.507 2.442 0.054
H 1.414 -0.163 -0.410
```

Net charge   +1
Highest occupied orbital energy (spin up / spin down)   -14.7 / -14.7 eV

***

Quick one: least stable of them? version 2

***

Version 1
This record from OMol25 describes a 2-piece molecular cluster, C4H12 overall. The level of theory is the ωB97M-V functional and the def2-TZVPD basis.

XYZ file:
```
16
Properties=species:S:1:pos:R:3
C -2.201 0.933 -0.536
C 2.280 -1.181 -0.498
C -1.912 0.196 0.752
C 1.817 0.165 0.146
H 2.078 0.992 -0.494
H 1.630 -1.990 -0.144
H -1.928 0.869 1.615
H -1.705 0.471 -1.400
H 2.223 0.117 1.163
H 2.423 -1.102 -1.570
H -1.935 1.990 -0.551
H 3.193 -1.552 0.001
H -3.266 0.868 -0.753
H 0.791 0.053 0.478
H -2.585 -0.651 0.879
H -0.902 -0.177 0.912
```

Spin multiplicity   2
<S²>   0.7503
Net charge   -1
Highest occupied orbital energy (spin up / spin down)   1.6 / -7.2 eV

***

Version 2
This record from OMol25 describes a 2-piece molecular cluster, C4H12 overall. The level of theory is the ωB97M-V functional and the def2-TZVPD basis.

XYZ file:
```
16
Properties=species:S:1:pos:R:3
C 0.910 -2.181 -1.571
C -0.492 -1.552 -1.699
C 0.100 2.546 1.815
C -0.553 1.158 1.450
H 1.314 -2.520 -0.619
H 1.120 2.648 1.517
H -0.630 -1.105 -0.624
H -1.189 1.262 0.555
H -0.296 -0.724 -2.501
H 1.674 -1.564 -2.064
H -0.494 3.416 1.390
H -1.284 -2.213 -2.037
H 0.036 2.769 2.883
H -1.282 0.840 2.244
H 0.223 0.376 1.338
H 0.843 -3.157 -2.079
```

Spin multiplicity   2
<S²>   0.7503
Net charge   -1
Highest occupied orbital energy (spin up / spin down)   1.5 / -7.4 eV

***

Version 3
This record from OMol25 describes a 2-piece molecular cluster, C4H12 overall. The level of theory is the ωB97M-V functional and the def2-TZVPD basis.

XYZ file:
```
16
Properties=species:S:1:pos:R:3
C 1.114 -0.948 2.227
C -1.364 1.994 -2.300
C 1.277 -2.092 1.229
C -1.005 1.048 -1.136
H -0.668 0.090 -1.554
H -1.819 0.847 -0.434
H -0.887 1.667 -3.221
H 1.690 -3.034 1.610
H 2.029 -0.588 2.696
H 1.865 -1.759 0.377
H -0.168 1.365 -0.524
H 0.281 -2.332 0.840
H 0.437 -1.202 3.049
H -2.443 2.049 -2.422
H 0.696 -0.109 1.666
H -1.034 3.006 -2.104
```

Spin multiplicity   2
<S²>   0.7503
Net charge   -1
Highest occupied orbital energy (spin up / spin down)   1.5 / -7.9 eV

***

Quick one: least stable of them? version 2

***

Version 1
This record from OMol25 describes a 2-piece molecular cluster, C4H12 overall. The level of theory is the ωB97M-V functional and the def2-TZVPD basis.

XYZ file:
```
16
Properties=species:S:1:pos:R:3
C 0.574 2.104 -1.299
C 2.011 2.473 -0.949
C -1.001 -2.865 1.512
C -1.635 -1.747 0.692
H 0.085 -2.746 1.586
H -1.618 -0.810 1.212
H -2.708 -1.925 0.575
H -1.413 -2.896 2.523
H -1.137 -3.840 1.034
H 2.383 1.944 -0.085
H -0.043 2.257 -0.415
H -1.056 -1.538 -0.202
H 2.045 3.526 -0.666
H 2.757 2.378 -1.741
H 0.236 2.637 -2.192
H 0.518 1.047 -1.586
```

Spin multiplicity   2
<S²>   0.7503
Net charge   -1
Highest occupied orbital energy (spin up / spin down)   1.5 / -8.0 eV

***

Version 2
This record from OMol25 describes a 2-piece molecular cluster, C4H12 overall. The level of theory is the ωB97M-V functional and the def2-TZVPD basis.

XYZ file:
```
16
Properties=species:S:1:pos:R:3
C 0.597 2.171 1.964
C -0.257 -0.888 -2.107
C -0.026 0.913 1.339
C -0.329 -2.185 -1.270
H 0.041 -0.130 -1.396
H 0.717 2.032 3.037
H -0.956 0.749 1.878
H 1.529 2.518 1.516
H 0.498 -1.076 -2.845
H -0.084 0.999 0.261
H 0.632 0.050 1.504
H -0.877 -3.022 -1.703
H -1.187 -0.643 -2.616
H -0.886 -2.012 -0.348
H 0.689 -2.478 -1.015
H -0.100 3.002 1.798
```

Spin multiplicity   2
<S²>   0.7502
Net charge   -1
Highest occupied orbital energy (spin up / spin down)   1.6 / -7.7 eV

***

Quick one: least stable of them? version 2

***

Version 1
This record from OMol25 describes a 2-piece molecular cluster, C4H12 overall. The level of theory is the ωB97M-V functional and the def2-TZVPD basis.

XYZ file:
```
16
Properties=species:S:1:pos:R:3
C -1.195 -0.164 -1.390
C 0.697 0.536 2.148
C -1.131 -1.576 -1.801
C 1.633 1.153 1.033
H -1.244 0.599 -2.150
H -0.189 -2.003 -1.395
H 1.954 2.226 1.026
H 1.232 -0.315 2.431
H -0.275 0.252 1.861
H 0.592 1.235 3.042
H -1.222 -1.755 -2.832
H -0.432 0.159 -0.712
H -2.141 0.243 -0.979
H 1.025 1.198 0.074
H 2.526 0.581 0.902
H -1.847 -2.119 -1.216
```

Spin multiplicity   2
<S²>   0.7503
Net charge   -1
Highest occupied orbital energy (spin up / spin down)   1.6 / -7.3 eV

***

Version 2
This record from OMol25 describes a 2-piece molecular cluster, C4H12 overall. The level of theory is the ωB97M-V functional and the def2-TZVPD basis.

XYZ file:
```
16
Properties=species:S:1:pos:R:3
C 1.212 1.214 1.787
C -1.049 -0.737 -1.876
C 0.122 -1.524 -1.245
C -0.264 1.026 1.349
H -1.527 -0.138 -1.105
H 0.156 -2.516 -1.702
H 1.898 0.926 0.993
H 1.052 -0.965 -1.273
H -0.734 2.011 1.352
H -0.782 0.313 1.999
H 1.438 0.621 2.671
H -0.607 -0.063 -2.609
H 1.345 2.247 2.121
H -0.306 0.539 0.383
H -1.775 -1.357 -2.393
H -0.152 -1.961 -0.280
```

Spin multiplicity   2
<S²>   0.7503
Net charge   -1
Highest occupied orbital energy (spin up / spin down)   1.6 / -7.4 eV

***

Version 3
This record from OMol25 describes a 2-piece molecular cluster, C4H12 overall. The level of theory is the ωB97M-V functional and the def2-TZVPD basis.

XYZ file:
```
16
Properties=species:S:1:pos:R:3
C 0.022 -1.295 0.771
C 0.826 1.783 -1.267
C -0.458 2.215 -0.434
C -0.488 -2.749 0.857
H -0.544 3.358 -0.424
H 1.228 2.593 -1.851
H 0.590 -0.831 -0.045
H -0.294 1.944 0.616
H -1.502 -2.784 0.432
H 0.475 0.931 -1.841
H -0.763 -0.602 1.146
H 0.877 -1.384 1.459
H -1.282 1.680 -0.884
H -0.541 -3.149 1.852
H 0.186 -3.281 0.174
H 1.668 1.569 -0.561
```

Spin multiplicity   2
<S²>   0.7503
Net charge   -1
Highest occupied orbital energy (spin up / spin down)   1.6 / -7.1 eV

***

Quick one: least stable of them? version 1